Record 1
{"formula": "C4H3Cl2N", "method": "ωB97M-V with the def2-TZVPD basis set", "elements": ["C", "C", "C", "C", "N", "Cl", "Cl", "H", "H", "H"], "xyz": [[0.719, -0.407, 0.346], [2.763, -0.504, 0.026], [-0.586, -0.279, 0.575], [1.721, 0.479, -0.375], [1.577, -1.435, 0.685], [4.369, -0.708, -0.130], [1.957, 2.139, 0.242], [-1.120, -1.019, 1.144], [-1.129, 0.575, 0.211], [1.568, 0.566, -1.455]], "lumo_energy_ev": [0.77, -2.24], "gap_ev": [8.32, 7.86], "spin_multiplicity": 3, "relative_energy_kj_mol": 74.0, "total_energy_ev": -30726.50988, "homo_energy_ha": [-0.278, -0.371]}

Record 2
{"formula": "C4H3Cl2O3", "method": "ωB97M-V with the def2-TZVPD basis set", "elements": ["C", "C", "C", "C", "O", "O", "O", "Cl", "Cl", "H", "H", "H"], "xyz": [[2.129, 1.089, -0.124], [1.426, -0.076, -0.093], [-0.031, -0.186, 0.244], [-2.427, -1.121, 0.205], [-0.657, 1.060, 0.100], [-1.028, -1.146, -0.023], [-3.132, -2.082, -0.128], [3.868, 1.236, 0.053], [2.269, -1.613, -0.255], [1.531, 2.080, -0.089], [-2.816, -0.161, 0.787], [-1.131, 0.920, -0.677]], "lumo_energy_ev": 3.52, "gap_ev": 5.47, "spin_multiplicity": 1, "relative_energy_kj_mol": 306.5, "total_energy_ev": -35381.74690, "total_charge": -1, "homo_energy_ha": -0.072}

Record 3
{"formula": "C4H3Cl2O4P", "method": "ωB97M-V with the def2-TZVPD basis set", "elements": ["C", "C", "C", "C", "O", "O", "O", "O", "P", "Cl", "Cl", "H", "H", "H"], "xyz": [[0.832, 1.491, -1.794], [0.742, 1.793, -0.592], [0.980, 0.524, -2.931], [0.122, -1.317, 1.238], [1.737, -0.402, -2.474], [2.306, -0.233, 2.509], [0.424, 0.537, -4.003], [2.427, -0.155, -0.038], [1.564, -0.454, 1.250], [0.684, 2.093, 1.033], [-13.002, -0.592, 4.719], [-0.276, -1.593, 0.231], [-0.468, -1.488, 2.153], [1.929, -0.204, -1.300]], "lumo_energy_ev": 4.21, "gap_ev": 6.63, "spin_multiplicity": 1, "relative_energy_kj_mol": 275.7, "total_energy_ev": -46721.17766, "total_charge": -2, "homo_energy_ha": -0.089}

Copy entry 3 word for word.
{"formula": "C4H3Cl2O4P", "method": "ωB97M-V with the def2-TZVPD basis set", "elements": ["C", "C", "C", "C", "O", "O", "O", "O", "P", "Cl", "Cl", "H", "H", "H"], "xyz": [[0.832, 1.491, -1.794], [0.742, 1.793, -0.592], [0.980, 0.524, -2.931], [0.122, -1.317, 1.238], [1.737, -0.402, -2.474], [2.306, -0.233, 2.509], [0.424, 0.537, -4.003], [2.427, -0.155, -0.038], [1.564, -0.454, 1.250], [0.684, 2.093, 1.033], [-13.002, -0.592, 4.719], [-0.276, -1.593, 0.231], [-0.468, -1.488, 2.153], [1.929, -0.204, -1.300]], "lumo_energy_ev": 4.21, "gap_ev": 6.63, "spin_multiplicity": 1, "relative_energy_kj_mol": 275.7, "total_energy_ev": -46721.17766, "total_charge": -2, "homo_energy_ha": -0.089}